(1)
{"formula": "C36H51N4NiO11PSSbTe", "method": "ωB97M-V/def2-TZVPD", "homo_energy_ev": [-10.6, -11.0], "lumo_energy_ev": [-3.08, -3.63], "charge": 1, "multiplicity": 3, "symbols": ["Ni", "C", "C", "S", "O", "O", "C", "C", "N", "C", "N", "C", "C", "N", "O", "O", "C", "H", "H", "H", "H", "H", "H", "H", "H", "H", "H", "H", "H", "H", "C", "O", "P", "O", "C", "O", "C", "H", "H", "H", "H", "H", "H", "H", "H", "H", "Te", "C", "C", "C", "C", "C", "C", "C", "C", "C", "C", "C", "C", "H", "H", "H", "H", "H", "H", "H", "H", "H", "H", "C", "C", "Sb", "C", "C", "C", "C", "H", "H", "H", "H", "H", "H", "H", "H", "H", "H", "H", "H", "H", "H", "H", "O", "C", "O", "C", "C", "C", "C", "C", "C", "N", "O", "O", "H", "H", "H", "H"], "coordinates": [[-0.08912, 0.74996, 0.16905], [7.25463, -1.92922, -6.39071], [6.31522, -0.92473, -5.73794], [5.99751, -1.47486, -4.05120], [7.21938, -1.91453, -3.43950], [4.87159, -2.38277, -4.05421], [5.41558, -0.01567, -3.12954], [5.06105, -0.54831, -1.73757], [3.95880, 0.17114, -1.10970], [2.68458, -0.25602, -1.05510], [1.93378, 0.58582, -0.33767], [2.75885, 1.58243, 0.09041], [4.01284, 1.34734, -0.38219], [5.15840, 2.18110, -0.20573], [5.04406, 3.08775, 0.59321], [6.15270, 1.93978, -0.86934], [2.21729, -1.51331, -1.68835], [7.51844, -1.60730, -7.39591], [6.77946, -2.90800, -6.44436], [8.16673, -2.02244, -5.80470], [5.33844, -0.88615, -6.21714], [6.75216, 0.07220, -5.67513], [4.53972, 0.35929, -3.65982], [6.19911, 0.73533, -3.08909], [5.93251, -0.50422, -1.09271], [4.76354, -1.59049, -1.83119], [2.41946, 2.40103, 0.69767], [2.24926, -2.32992, -0.96262], [2.83467, -1.79259, -2.54123], [1.18784, -1.40279, -2.02157], [-2.60540, 4.50170, -0.59586], [-1.64344, 3.89324, 0.26823], [-0.42386, 2.95217, -0.16227], [0.11882, 3.70366, -1.46897], [0.39128, 3.03424, -2.70525], [0.58834, 3.51094, 1.00306], [0.90000, 4.91559, 1.10105], [-2.68448, 5.54457, -0.29315], [-3.57082, 4.01368, -0.47306], [-2.29862, 4.44876, -1.63814], [0.35193, 3.79137, -3.48395], [-0.35716, 2.26628, -2.89885], [1.38666, 2.58595, -2.68884], [0.24271, 5.38778, 1.83035], [0.77354, 5.40639, 0.13868], [1.93626, 4.99761, 1.42415], [-0.79569, -1.78380, 0.28643], [-2.79791, -2.49446, 0.21419], [-3.40460, -2.93549, 1.38141], [-4.70328, -3.42209, 1.33794], [-5.39652, -3.45029, 0.13609], [-4.78698, -2.99814, -1.02615], [-3.48516, -2.51874, -0.99137], [0.06762, -3.71314, -0.07764], [0.53539, -4.47715, 0.98367], [1.09776, -5.72356, 0.74595], [1.19682, -6.20660, -0.55016], [0.72188, -5.44616, -1.61018], [0.15720, -4.20156, -1.37606], [-2.87271, -2.90922, 2.32429], [-5.17434, -3.77229, 2.24610], [-6.41211, -3.82285, 0.10385], [-5.32055, -3.02793, -1.96747], [-3.01373, -2.16864, -1.90120], [0.45118, -4.11050, 1.99858], [1.46086, -6.31644, 1.57516], [1.63535, -7.17803, -0.73495], [0.79783, -5.82293, -2.62174], [-0.22316, -3.61669, -2.20535], [0.25047, -1.68867, 4.10369], [-0.78471, -0.57614, 4.00753], [-0.16120, 1.06273, 2.70493], [-1.75535, 2.46073, 3.14711], [-2.45449, 2.24394, 4.48409], [1.51001, 1.91443, 3.81104], [1.31829, 1.87929, 5.32168], [-0.12565, -2.50330, 4.72560], [1.18066, -1.33046, 4.54800], [0.47681, -2.09583, 3.11831], [-0.97203, -0.13304, 4.98512], [-1.72937, -0.93994, 3.60049], [-2.46233, 2.35846, 2.32496], [-1.30928, 3.45290, 3.07833], [-2.90763, 1.25445, 4.54299], [-3.25355, 2.97836, 4.59888], [-1.77323, 2.36484, 5.32628], [1.61985, 2.93313, 3.44068], [2.39756, 1.34729, 3.52623], [0.47533, 2.49316, 5.63754], [2.21237, 2.26268, 5.81668], [1.15622, 0.86172, 5.67847], [-2.23100, 1.64384, -1.62501], [-2.79494, 1.15370, -0.62788], [-2.16285, 0.60302, 0.34329], [-4.28927, 1.16598, -0.50933], [-5.09448, 1.61144, -1.55202], [-6.47568, 1.55093, -1.44016], [-7.06442, 1.06062, -0.28654], [-6.24912, 0.65131, 0.75779], [-4.87153, 0.69633, 0.66247], [-6.85602, 0.12748, 1.98509], [-8.04925, -0.09896, 1.97057], [-6.12727, -0.04424, 2.94459], [-4.63232, 1.99390, -2.45295], [-7.10164, 1.87678, -2.25932], [-8.13759, 0.99770, -0.17929], [-4.26076, 0.36236, 1.48538]], "mulliken_charge": [-0.181, -1.218, -0.451, 1.180, -0.670, -0.655, -0.559, -1.952, 0.419, 0.758, 0.440, -1.167, -0.024, 1.038, -0.617, -0.621, -1.167, 0.376, 0.343, 0.358, 0.362, 0.386, 0.441, 0.614, 0.373, 0.837, 0.757, 0.167, 0.421, 0.140, -0.668, -0.183, 0.623, -0.335, -0.606, 0.111, -1.179, 0.306, 0.205, 0.304, 0.324, 0.285, 0.159, 0.256, 0.387, 0.347, -0.278, 0.406, -0.236, -0.635, -0.604, -0.644, -0.283, 0.361, -0.369, -0.645, -0.560, -0.699, -0.136, 0.309, 0.453, 0.434, 0.448, 0.385, 0.318, 0.433, 0.403, 0.433, 0.405, -0.948, -0.556, -0.041, 0.234, -1.311, -0.500, -1.155, 0.419, 0.322, -0.078, 0.629, 0.309, -0.153, 0.323, 0.295, 0.434, 0.228, 0.345, 0.443, 0.258, 0.415, 0.242, -0.653, -0.012, 1.363, 0.124, -0.574, -0.808, -0.541, -0.687, 0.528, 1.101, -0.619, -0.603, 0.468, 0.440, 0.538, 0.618]}

---

(2)
{"formula": "C38H43Cl3HgN11OSSi", "method": "ωB97M-V/def2-TZVPD", "homo_energy_ev": [-4.7, -6.9], "lumo_energy_ev": [0.49, 0.41], "charge": 0, "multiplicity": 2, "symbols": ["Hg", "N", "C", "N", "C", "N", "N", "C", "C", "C", "C", "C", "C", "N", "C", "C", "C", "C", "C", "C", "H", "H", "H", "H", "H", "H", "H", "H", "H", "H", "H", "Cl", "C", "C", "C", "C", "C", "C", "N", "C", "C", "N", "C", "O", "C", "C", "C", "Cl", "S", "C", "C", "C", "Cl", "C", "H", "H", "H", "H", "H", "H", "H", "H", "H", "H", "H", "H", "H", "C", "C", "C", "C", "N", "C", "N", "N", "N", "H", "H", "H", "H", "H", "H", "H", "H", "H", "H", "C", "Si", "C", "C", "H", "H", "H", "H", "H", "H", "H", "H", "H"], "coordinates": [[0.02602, 1.63043, -0.80795], [-0.02166, -3.22696, -1.03442], [-0.44461, -1.93850, -1.01885], [0.15399, -0.97406, -0.43431], [1.37810, -1.21681, 0.20581], [2.11529, -0.26570, 0.69046], [1.70774, 1.00395, 0.53904], [2.47922, 1.91450, 1.14600], [2.17476, 3.29538, 1.17722], [3.05970, 4.22032, 1.79396], [2.73717, 5.54787, 1.84027], [1.52408, 5.98714, 1.27948], [0.72222, 5.03609, 0.67953], [1.01673, 3.73887, 0.61266], [1.84490, -2.60534, 0.32733], [2.99189, -2.96950, 1.02917], [3.40056, -4.29194, 1.08177], [2.66939, -5.27702, 0.42683], [1.53014, -4.93463, -0.28264], [1.12578, -3.60829, -0.32779], [-0.53801, -3.92032, -1.54537], [-1.37384, -1.75002, -1.55135], [3.36290, 1.56165, 1.66630], [3.98506, 3.85397, 2.22253], [3.41340, 6.26036, 2.29784], [1.22231, 7.02511, 1.31176], [-0.21999, 5.32877, 0.21960], [3.55669, -2.18742, 1.51845], [4.29520, -4.55782, 1.63009], [2.98764, -6.31127, 0.46252], [0.95611, -5.69125, -0.80702], [-0.56861, -5.37948, -0.29092], [-1.44823, -4.30722, 0.75763], [-2.82616, -4.42522, 0.85398], [-3.51232, -3.55686, 1.68472], [-2.85373, -2.57136, 2.41444], [-3.64684, -1.64252, 3.30116], [-4.37138, -0.58318, 2.46627], [-3.43944, 0.46357, 2.11363], [-3.09469, 1.57023, 2.85825], [-2.05816, 2.15687, 2.18999], [-1.75963, 1.42273, 1.06766], [-2.61319, 0.43654, 1.04404], [-4.58253, -2.39817, 4.05454], [-4.70203, -1.95841, 5.40143], [-3.41573, -2.15510, 6.14490], [-2.63481, -1.16879, 6.66211], [-2.94823, 0.52038, 6.63931], [-1.20135, -1.76181, 7.39064], [-1.62871, -3.37335, 6.99831], [-2.81531, -3.43774, 6.34614], [-1.47043, -2.48002, 2.28801], [-0.57407, -1.24738, 3.11802], [-0.75755, -3.34850, 1.47063], [-3.34666, -5.18502, 0.28746], [-4.58687, -3.64819, 1.78949], [-2.94684, -1.12335, 3.95803], [-5.21662, -0.18069, 3.02388], [-4.74848, -1.02647, 1.54528], [-3.60077, 1.82048, 3.77630], [-1.49247, 3.03776, 2.45058], [-2.64778, -0.35036, 0.30411], [-5.48855, -2.57695, 5.83109], [-5.01825, -0.91284, 5.45432], [-0.97238, -4.18390, 7.27551], [-3.26152, -4.35721, 5.98972], [0.31900, -3.26780, 1.39568], [5.55941, 0.74269, -5.23415], [4.44253, 1.50830, -5.93867], [4.13001, 2.81555, -5.21426], [3.20271, 0.63090, -6.12098], [2.63435, 0.16915, -4.85899], [1.85666, 0.80254, -3.97716], [1.60723, -0.00116, -2.97588], [2.24844, -1.15948, -3.26844], [2.86214, -1.06951, -4.39615], [6.46907, 1.34441, -5.20133], [5.78772, -0.19427, -5.74642], [5.27904, 0.50239, -4.20582], [4.76901, 1.75170, -6.95417], [3.83088, 2.63501, -4.17930], [3.33426, 3.37492, -5.71429], [5.01635, 3.45089, -5.18694], [3.46091, -0.26638, -6.67933], [2.42578, 1.16876, -6.66379], [1.49607, 1.81340, -4.08180], [-2.84816, 3.46532, -1.77757], [-1.29648, 2.72068, -2.53741], [-0.37128, 4.16028, -3.32977], [-1.84816, 1.63643, -3.97745], [-3.26010, 4.24763, -2.42262], [-2.62278, 3.90549, -0.80227], [-3.62086, 2.70721, -1.62151], [-1.03394, 4.68186, -4.02873], [0.51258, 3.83664, -3.88894], [-0.03222, 4.87869, -2.57841], [-2.32109, 2.25282, -4.74980], [-2.57197, 0.87981, -3.65905], [-1.00563, 1.10907, -4.43390]], "mulliken_charge": [2.118, 0.245, -1.489, 0.630, 0.049, -1.006, 0.519, -1.170, 0.729, -1.048, -0.256, -0.894, -0.330, 0.168, 0.641, -0.216, -0.851, -0.694, -0.552, -0.190, 0.449, 0.420, 0.281, 0.397, 0.396, 0.413, 0.383, 0.530, 0.441, 0.432, 0.256, -0.470, 0.959, -1.398, -0.471, -0.428, 0.671, -1.280, 0.320, -0.418, -1.136, 0.420, -0.944, -0.455, -0.588, 0.033, 0.698, -0.197, -0.175, -0.362, -0.741, 0.513, -0.171, 0.037, 0.441, 0.548, 0.163, 0.439, 0.301, 0.466, 0.552, 0.449, 0.397, 0.325, 0.432, 0.416, 0.211, -1.467, 0.853, -1.421, -1.291, 0.938, -0.982, 0.426, -0.082, -0.877, 0.433, 0.368, 0.280, 0.312, 0.284, 0.342, 0.441, 0.362, 0.440, 0.503, -1.152, 0.397, -0.989, -1.026, 0.391, 0.253, 0.274, 0.343, 0.197, 0.240, 0.320, 0.303, 0.228]}

---

Q: Which electronic energy values were calculated for the entries above? A: -5204.83410 -4372.87448, in Ha.